No. 1
{"formula": "C4H5NO", "method": "wB97M-V/def2-TZVPD", "elements": ["C", "C", "C", "O", "C", "N", "H", "H", "H", "H", "H"], "positions_angstrom": [[-1.366, -0.367, -0.161], [0.063, -0.015, -0.515], [1.281, -0.453, 0.224], [0.817, -1.110, -0.988], [0.424, 1.378, -0.244], [0.667, 2.034, 0.697], [-2.055, 0.084, -0.888], [-1.491, -1.453, -0.197], [-1.624, 0.009, 0.834], [2.219, 0.008, -0.062], [1.066, -0.115, 1.302]], "homo_lumo_gap_ev": 10.25, "e_tot_ha": -285.21543, "homo_energy_ev": -9.65, "e_lumo_ev": 0.60}

***

No. 2
{"formula": "C4H5NO", "method": "wB97M-V/def2-TZVPD", "elements": ["C", "C", "N", "O", "C", "C", "H", "H", "H", "H", "H"], "positions_angstrom": [[1.531, 0.278, -1.034], [0.416, 1.014, -0.440], [-0.499, 1.548, 0.022], [-1.467, 2.093, 0.520], [-1.712, -0.856, 1.262], [-1.015, -1.804, 1.009], [1.790, 0.704, -2.007], [2.412, 0.325, -0.387], [1.254, -0.771, -1.172], [-2.274, 0.039, 1.440], [-0.412, -2.659, 0.800]], "homo_lumo_gap_ev": 10.29, "e_tot_ha": -285.23576, "homo_energy_ev": -9.57, "e_lumo_ev": 0.71}